No. 1
{"formula": "C43H81I2NO20", "method": "ωB97M-V/def2-TZVPD", "fmax_ev_per_a": 1.31, "multiplicity": 1, "orbital_gap_ha": 0.3103, "symbols": ["C", "C", "C", "N", "C", "C", "C", "C", "O", "O", "C", "C", "C", "C", "C", "C", "C", "C", "C", "C", "C", "C", "C", "O", "C", "C", "O", "C", "C", "O", "C", "C", "I", "C", "C", "I", "H", "H", "H", "H", "H", "H", "H", "H", "H", "H", "H", "H", "H", "H", "H", "H", "H", "H", "H", "H", "H", "H", "H", "H", "H", "H", "H", "H", "H", "H", "H", "H", "H", "H", "H", "H", "H", "H", "H", "H", "H", "H", "H", "H", "H", "H", "H", "H", "H", "H", "H", "C", "O", "C", "O", "O", "C", "H", "H", "H", "H", "H", "H", "C", "O", "C", "O", "O", "C", "H", "H", "H", "H", "H", "H", "C", "O", "C", "O", "O", "C", "H", "H", "H", "H", "H", "H", "C", "O", "C", "O", "O", "C", "H", "H", "H", "H", "H", "H", "C", "O", "C", "O", "O", "C", "H", "H", "H", "H", "H", "H"], "coordinates": [[4.70434, 1.86377, -1.33398], [3.37941, 1.86535, -1.15486], [2.58686, 0.63843, -0.82493], [1.61396, 0.74251, 0.26161], [1.34179, 2.10856, 0.69574], [0.35706, 2.40650, 1.81679], [0.73874, 1.96860, 3.25518], [2.18551, 1.64406, 3.46332], [3.11590, 2.38763, 3.24733], [2.39718, 0.36384, 3.96521], [0.53151, -0.23339, 0.17132], [-0.70976, 0.24417, -0.61260], [-0.56808, 0.68381, -2.08091], [-0.27496, 2.17267, -2.33577], [-1.16979, 3.11484, -1.55038], [-2.67754, 2.84044, -1.69603], [-3.34222, 2.69568, -0.31810], [-4.17189, 1.43252, -0.15028], [-4.88804, 1.43465, 1.22678], [-4.34300, 0.33473, 2.16347], [-5.24640, -0.91404, 2.16889], [-4.77149, -1.97238, 1.15274], [-5.20003, -3.36826, 1.60344], [-5.38966, -4.27399, 0.53590], [-4.18104, -4.55016, -0.15499], [-0.05812, -0.60373, 1.58397], [-0.68089, -1.86998, 1.57349], [-0.42266, -2.67394, 2.71129], [-0.43854, -4.15436, 2.31052], [-1.26367, -4.92718, 3.15524], [-2.62728, -4.83986, 2.75558], [1.04790, -1.62067, -0.33937], [-0.00398, -2.62567, -1.88524], [2.11976, -2.22651, 0.19944], [3.01326, -1.65599, 1.25358], [2.83298, -4.14332, -0.36028], [5.19767, 2.71719, -1.77551], [5.34263, 1.05059, -1.01151], [2.89525, 2.82772, -1.25184], [3.32398, -0.13699, -0.60630], [2.12879, 0.32534, -1.76733], [2.27996, 2.54306, 1.03462], [1.04285, 2.74244, -0.14164], [-0.65387, 2.05891, 1.63400], [0.27092, 3.48979, 1.83059], [0.49672, 2.77080, 3.94844], [0.13880, 1.12574, 3.57097], [2.91335, 0.45734, 4.77261], [-1.38954, -0.60424, -0.58876], [-1.22032, 1.03760, -0.07643], [0.13521, 0.10411, -2.66493], [-1.53254, 0.48165, -2.54397], [0.78182, 2.38430, -2.18673], [-0.44476, 2.34585, -3.39988], [-0.90662, 3.01865, -0.49946], [-0.97350, 4.15275, -1.80686], [-3.12866, 3.68625, -2.20819], [-2.88769, 1.96723, -2.30619], [-2.60159, 2.70838, 0.48137], [-4.00240, 3.54012, -0.12847], [-3.53132, 0.55209, -0.13684], [-4.89208, 1.30638, -0.95578], [-5.96663, 1.38183, 1.12026], [-4.69341, 2.39643, 1.69954], [-3.33491, 0.06458, 1.85607], [-4.24089, 0.75168, 3.16352], [-6.24899, -0.63179, 1.86662], [-5.28143, -1.33846, 3.17073], [-5.17530, -1.76455, 0.16566], [-3.68625, -1.92336, 1.08679], [-4.47662, -3.75243, 2.32973], [-6.15941, -3.28912, 2.10966], [-4.06850, -3.90976, -1.02816], [-4.15466, -5.59910, -0.43029], [-3.32687, -4.34956, 0.49593], [-0.84869, 0.11353, 1.81261], [0.68889, -0.50579, 2.36429], [-1.21814, -2.51858, 3.44234], [0.54001, -2.45065, 3.16490], [0.56505, -4.55732, 2.41960], [-0.70442, -4.24549, 1.25533], [-3.19740, -5.49634, 3.40242], [-2.98626, -3.81554, 2.87411], [-2.72816, -5.17784, 1.72497], [4.04566, -1.63899, 0.91397], [3.00950, -2.32470, 2.11626], [2.72292, -0.67501, 1.59505], [4.30620, -1.15934, -3.32537], [4.78534, -1.33540, -4.66207], [6.07488, -1.05835, -4.80670], [6.81384, -0.68370, -3.93198], [6.40638, -1.24125, -6.08171], [7.77589, -0.96218, -6.37996], [3.24523, -1.39679, -3.33709], [4.81531, -1.83640, -2.64134], [4.44024, -0.12748, -3.00781], [8.43388, -1.61768, -5.81295], [8.01108, 0.07929, -6.16818], [7.90249, -1.15203, -7.44142], [-2.59483, 0.06357, 6.20913], [-1.81011, 1.17494, 5.76807], [-1.61362, 2.11519, 6.68987], [-2.03173, 2.10006, 7.81488], [-0.86769, 3.07708, 6.14431], [-0.57601, 4.16265, 7.02882], [-2.67071, -0.61312, 5.36252], [-2.11085, -0.45001, 7.03729], [-3.59327, 0.38438, 6.49994], [-0.01500, 3.81327, 7.89310], [-1.49286, 4.65185, 7.35075], [0.02969, 4.86470, 6.46334], [7.74557, 7.06638, -3.37654], [7.22002, 5.82064, -3.83713], [7.77188, 4.75051, -3.26336], [8.63558, 4.76841, -2.42834], [7.19853, 3.66519, -3.77535], [7.69114, 2.42738, -3.24602], [7.21423, 7.84249, -3.91946], [7.57129, 7.18600, -2.30903], [8.80999, 7.13736, -3.59128], [7.50954, 2.37007, -2.17442], [8.75393, 2.31596, -3.45166], [7.14640, 1.63305, -3.74258], [0.48297, 4.26816, -8.23551], [1.88704, 4.18007, -7.98789], [2.19991, 3.80234, -6.75084], [1.41946, 3.54673, -5.87187], [3.52764, 3.75997, -6.64858], [3.99242, 3.36661, -5.35459], [0.37362, 4.58228, -9.26919], [0.00714, 3.29910, -8.09859], [0.02310, 5.00635, -7.58136], [3.64811, 2.36296, -5.11125], [3.65698, 4.07188, -4.59636], [5.07833, 3.37066, -5.38670], [-7.42690, -8.93810, 4.90764], [-6.84917, -8.63790, 3.63692], [-7.54880, -7.76344, 2.91246], [-8.57858, -7.24072, 3.24687], [-6.90966, -7.57248, 1.76369], [-7.55124, -6.64955, 0.87808], [-6.76294, -9.65293, 5.38480], [-7.49540, -8.04148, 5.52066], [-8.41244, -9.38345, 4.78658], [-7.62087, -5.66572, 1.33307], [-8.53934, -7.01149, 0.59806], [-6.92849, -6.58261, -0.00734]], "mulliken_charge": [-1.692, -0.164, 0.226, 1.939, -1.712, -0.540, 0.036, 0.085, -0.584, -0.395, 3.134, -0.123, -1.960, -0.738, 0.105, -1.476, -0.567, 0.146, -1.458, 1.175, -1.310, 1.052, -0.578, -0.417, 0.293, -1.448, 0.362, -0.242, -0.731, -0.531, -0.553, -0.944, 0.096, -0.406, -1.605, 0.089, 0.197, 0.341, 0.313, 0.087, -0.035, 1.196, 0.527, -0.999, 1.094, 0.547, -0.118, 0.386, 1.041, -1.129, 0.235, 0.794, -0.106, 0.560, -0.520, 0.846, 0.460, 0.409, 0.073, 0.761, -0.296, 0.608, 0.343, 0.539, -1.091, 0.360, 0.301, 0.472, 0.360, -0.403, -0.212, 0.538, 0.261, 0.306, -0.869, -0.536, 0.616, 0.354, 0.216, 0.267, 0.274, 0.387, -0.058, 0.538, 0.489, 0.505, 0.196, 0.001, -0.411, 0.809, -0.596, -0.378, -0.570, 0.229, 0.288, -0.119, 0.297, 0.223, 0.239, -0.569, -0.034, 0.573, -0.564, -0.197, -0.777, -0.003, 0.358, 0.318, 0.338, 0.310, 0.237, -0.684, -0.303, 0.697, -0.565, -0.070, -0.658, 0.225, 0.299, 0.301, 0.336, 0.365, 0.092, -0.628, -0.360, 0.803, -0.535, -0.362, -0.484, 0.216, 0.294, 0.291, 0.252, 0.275, 0.220, -0.636, -0.322, 0.798, -0.548, -0.315, -0.491, 0.220, 0.293, 0.294, 0.191, 0.357, 0.149]}



No. 2
{"formula": "C43H84BBrCl36NO5P2S", "method": "ωB97M-V/def2-TZVPD", "e_above_lowest_kcal_mol": 458.3, "total_charge": -1, "fmax_ev_per_a": 11.11, "multiplicity": 1, "orbital_gap_ha": 0.1996, "symbols": ["C", "O", "C", "C", "C", "C", "C", "C", "C", "C", "C", "C", "C", "P", "C", "C", "C", "N", "C", "C", "C", "C", "C", "C", "C", "O", "C", "C", "O", "Br", "P", "S", "B", "O", "O", "C", "H", "H", "H", "H", "H", "H", "H", "H", "H", "H", "H", "H", "H", "H", "H", "H", "H", "H", "H", "H", "H", "H", "H", "H", "H", "H", "H", "H", "H", "H", "H", "H", "H", "H", "H", "H", "H", "H", "H", "H", "H", "H", "H", "H", "H", "H", "H", "H", "C", "Cl", "Cl", "H", "H", "C", "Cl", "Cl", "H", "H", "C", "Cl", "Cl", "H", "H", "C", "Cl", "Cl", "H", "H", "C", "Cl", "Cl", "H", "H", "C", "Cl", "Cl", "H", "H", "C", "Cl", "Cl", "H", "H", "C", "Cl", "Cl", "H", "H", "C", "Cl", "Cl", "H", "H", "C", "Cl", "Cl", "H", "H", "C", "Cl", "Cl", "H", "H", "C", "Cl", "Cl", "H", "H", "C", "Cl", "Cl", "H", "H", "C", "Cl", "Cl", "H", "H", "C", "Cl", "Cl", "H", "H", "C", "Cl", "Cl", "H", "H", "C", "Cl", "Cl", "H", "H", "C", "Cl", "Cl", "H", "H"], "coordinates": [[8.08658, -1.51307, 1.05043], [7.00612, -0.54896, 1.31323], [7.08472, 0.60298, 0.37176], [7.15473, 1.96343, 1.29747], [6.13222, 3.16258, 0.80540], [6.07710, 3.37786, -0.81903], [4.74175, 2.77066, -1.55347], [3.31753, 3.24862, -0.85805], [2.00597, 2.65941, -1.70700], [0.84413, 3.84721, -1.83710], [0.08208, 4.15747, -0.41686], [-1.58159, 4.05403, -0.54294], [-2.00204, 2.66845, 0.24758], [-3.79908, 2.05877, -0.14560], [-3.49093, 1.87215, -2.00844], [-2.09187, 1.44413, -2.61325], [-2.02721, -0.06707, -3.34422], [-1.23774, -1.02629, -2.48863], [-0.63265, -2.17203, -3.25577], [-0.36346, -3.54076, -2.39947], [0.58390, -4.71270, -3.12405], [0.86894, -6.14231, -2.36045], [0.28677, -6.51706, -0.87254], [-0.65127, -5.35884, -0.12942], [-0.92691, -3.90377, -0.90572], [-1.73575, -2.93562, -0.15214], [-5.62896, 1.63582, -0.52746], [-6.74464, 1.93734, 0.59297], [-7.24080, 1.12806, 1.53875], [-7.63202, 3.77552, 0.52494], [-3.32283, -0.04018, 0.26474], [-4.73202, -1.01312, 1.27051], [-4.12822, 2.48344, 1.69707], [-3.82107, 1.65523, 2.87783], [-4.65490, 3.85339, 2.04879], [-5.23392, 3.84417, 3.40076], [7.73109, -2.28674, 0.21772], [9.11939, -1.03645, 0.77405], [8.24651, -2.15836, 2.03828], [8.04329, 0.52409, -0.31074], [6.14568, 0.53403, -0.32512], [8.27720, 2.30085, 1.35204], [6.82215, 1.65259, 2.39135], [6.55517, 4.16887, 1.26871], [5.07967, 2.96305, 1.30503], [7.03116, 2.85639, -1.31051], [6.14584, 4.51613, -1.08845], [4.71634, 1.59420, -1.59291], [4.74288, 3.15524, -2.67511], [3.24428, 4.41636, -0.75589], [3.18171, 2.81256, 0.24105], [1.53343, 1.76280, -1.11708], [2.38049, 2.29166, -2.77140], [1.44293, 4.82244, -2.16059], [0.10758, 3.60222, -2.71658], [0.42178, 5.22093, -0.05377], [0.46884, 3.35694, 0.37701], [-2.00234, 4.94550, 0.08569], [-1.83252, 4.07325, -1.67997], [-1.19637, 1.79374, 0.13057], [-1.88218, 2.96726, 1.39980], [-4.11177, 3.47165, -0.41435], [-4.30509, 1.08304, -2.39189], [-3.84071, 2.88634, -2.53799], [-1.87880, 2.16456, -3.54884], [-1.10961, 1.48674, -2.00250], [-1.46444, 0.02401, -4.39296], [-3.13588, -0.44668, -3.49271], [-0.45470, -0.58188, -1.96646], [-1.23855, -2.41647, -4.25072], [0.43650, -1.79681, -3.63158], [1.02017, -4.45373, -4.19357], [1.51893, -6.93161, -2.93069], [0.45677, -7.52802, -0.29540], [-1.11114, -5.57647, 0.94935], [-2.71976, -3.08978, -0.25192], [-5.79400, 0.51777, -0.91214], [-5.90660, 2.30315, -1.48007], [-1.99829, -0.27510, 0.76954], [-3.40490, -0.70700, -1.04419], [-4.61089, 1.13194, 3.20194], [-5.98305, 2.93371, 3.58520], [-5.88450, 4.81605, 3.57588], [-4.39453, 3.80519, 4.23708], [-2.60696, 3.30312, 6.70725], [-3.28883, 4.92623, 6.54681], [-3.60896, 2.29322, 7.75660], [-2.55003, 2.84187, 5.71834], [-1.60530, 3.37889, 7.13729], [2.44703, 7.97472, 0.77404], [2.53218, 7.04864, -0.72938], [1.29744, 7.24884, 1.90390], [3.43676, 7.99375, 1.23663], [2.12651, 8.99423, 0.54627], [7.17394, 6.55675, 3.21084], [5.82912, 7.40769, 2.44109], [8.43859, 6.17227, 2.03701], [7.59593, 7.19231, 3.99310], [6.80234, 5.62797, 3.65048], [-9.19929, 7.03645, 2.28827], [-10.20802, 7.65096, 3.60356], [-9.97783, 7.28420, 0.72062], [-8.24241, 7.56392, 2.29761], [-9.03254, 5.96692, 2.43761], [4.53159, -2.95805, 1.40357], [6.06243, -2.21303, 0.92752], [3.81388, -2.11274, 2.78030], [3.83837, -2.91670, 0.55996], [4.71362, -3.99918, 1.68090], [1.82591, -10.29766, -4.05829], [3.34790, -10.08195, -4.93131], [1.19350, -8.74778, -3.48999], [1.09408, -10.75677, -4.72730], [1.99849, -10.94857, -3.19774], [-4.16348, 0.27972, -6.86736], [-5.10226, 0.61588, -5.40761], [-2.47790, 0.77350, -6.66728], [-4.19797, -0.79282, -7.07331], [-4.59852, 0.83045, -7.70487], [0.99794, -12.44204, -0.70059], [-0.34688, -11.59110, -1.47034], [2.26258, -12.82652, -1.87442], [1.41992, -11.80648, 0.08167], [0.62633, -13.37082, -0.26094], [9.65757, 4.23897, -1.57437], [10.11842, 2.74534, -2.40013], [9.65990, 4.02247, 0.18010], [10.36992, 5.02485, -1.83682], [8.65407, 4.52819, -1.89582], [-6.86348, -3.38223, -1.44728], [-7.80226, -3.04606, 0.01246], [-5.17790, -2.88844, -1.24721], [-6.89797, -4.45476, -1.65323], [-7.29852, -2.83149, -2.28480], [-0.91481, 0.34860, 9.02299], [0.22437, 1.61602, 8.55280], [-0.61601, -0.19266, 10.67913], [-1.93208, 0.74167, 8.95523], [-0.80158, -0.50094, 8.34516], [4.29794, -5.89974, -0.86690], [2.95312, -5.04879, -1.63666], [5.56258, -6.28421, -2.04074], [4.71992, -5.26418, -0.08465], [3.92633, -6.82851, -0.42726], [-0.08297, -8.07522, -7.25433], [-0.76483, -6.45211, -7.41477], [-1.08496, -9.08512, -6.20498], [-0.02604, -8.53646, -8.24324], [0.91869, -7.99945, -6.82429], [-7.55375, 4.03257, -3.52588], [-6.50598, 4.93895, -2.42779], [-6.63927, 2.80319, -4.40759], [-8.33932, 3.54324, -2.94505], [-8.00180, 4.72497, -4.24270], [1.12471, 0.72441, 2.35504], [0.11597, 1.33893, 3.67033], [0.34617, 0.97216, 0.78739], [2.08159, 1.25188, 2.36438], [1.29146, -0.34511, 2.50438], [-1.46841, 9.96091, 1.42603], [0.06243, 10.70593, 0.94998], [-2.18612, 10.80622, 2.80276], [-2.16163, 10.00226, 0.58242], [-1.28638, 8.91978, 1.70335], [0.81703, -3.11896, 6.62751], [0.13517, -1.49585, 6.46707], [-0.18496, -4.12887, 7.67686], [0.87396, -3.58021, 5.63860], [1.81869, -3.04320, 7.05755], [-2.95015, -13.27737, 0.80361], [-3.75189, -13.86665, 2.26482], [-1.58100, -14.30802, 0.36975], [-3.66845, -13.27474, -0.01978], [-2.58862, -12.26161, 0.98114]], "mulliken_charge": [-0.768, -0.218, 0.099, -0.364, 0.409, -0.096, -0.732, 0.524, -0.164, -0.674, 0.827, -0.310, 0.716, -0.518, -0.614, 0.917, -0.459, 0.497, -0.810, 1.126, -0.990, -0.590, -0.351, -0.477, -0.148, -0.182, 0.024, 0.322, -0.579, -0.290, 1.073, -0.362, 1.607, -0.356, -0.613, -0.097, 0.319, 0.291, 0.277, 0.287, -0.241, -0.035, 0.305, -0.620, 0.209, -0.002, 0.384, 0.118, 0.259, -0.219, -0.187, -0.234, 0.394, 0.337, 0.268, -0.481, -0.149, 0.217, 0.204, -1.964, 0.401, -0.340, 0.099, 0.296, 0.215, -0.965, 0.168, 0.111, -0.205, 0.370, 0.252, 0.233, 0.665, 0.302, 0.292, 0.167, 0.195, -0.288, -0.039, -0.249, 0.236, 0.164, 0.158, -0.212, 0.202, -0.188, -0.212, 0.003, 0.172, 0.455, -0.155, -0.148, -0.249, 0.073, -0.379, -0.157, -0.119, 0.366, 0.252, -0.080, -0.178, -0.158, 0.264, 0.122, -0.329, 0.121, -0.196, 0.168, 0.189, 0.398, -0.197, -0.127, 0.328, -0.485, -0.370, -0.088, -0.136, 0.282, 0.315, -0.062, -0.110, -0.207, 0.295, 0.088, -0.231, -0.170, -0.120, 0.369, 0.163, -0.474, -0.145, -0.008, 0.325, 0.262, 0.597, -0.174, -0.207, -0.055, -0.145, 0.078, 0.037, -0.199, -0.129, 0.285, -0.200, -0.148, -0.147, 0.323, 0.168, -0.368, -0.104, -0.090, 0.231, 0.337, -0.478, -0.100, 0.210, 0.164, 0.228, -0.060, -0.168, -0.164, 0.280, 0.117, -0.306, -0.095, -0.169, 0.273, 0.291, -0.187, -0.157, -0.159, 0.293, 0.219]}



Asked for calculated total energy across the records above, the calculation gives -104542.2966 -608597.2987 eV in order.
Asked for HOMO across the records above, the calculation gives -8.3 -4.1 eV in order.